# 1
C11H13BiCl2N6O3S2 as an isolated structure, computed with ωB97M-V/def2-TZVPD.

DFT total energy = -2911.798821 Ha
ΔE to the lowest compared entry with this formula, charge and spin = 83.8 kcal/mol

Geometry as ORCA input:
```
! wB97M-V def2-TZVPD RIJCOSX def2/J DEFGRID3
* xyz 2 1
Bi -16.605 -7.266 9.827
N -18.786 -5.885 9.683
N -19.607 -6.858 10.272
C -19.711 -8.061 9.710
N -20.439 -9.056 10.325
S -18.689 -8.443 8.357
H -18.875 -4.947 10.093
H -18.876 -6.006 8.728
H -20.126 -6.591 11.120
H -21.248 -8.844 10.851
H -20.356 -9.934 9.803
O -8.527 -11.098 7.503
S -7.523 -10.060 7.362
O -7.456 -9.096 6.230
O -6.265 -10.440 7.912
C -8.123 -8.453 8.192
N -7.210 -7.530 8.337
C -7.733 -6.335 8.583
C -9.113 -6.098 8.722
C -9.916 -7.251 8.617
N -9.421 -8.498 8.527
C -11.365 -7.184 8.775
C -12.079 -8.400 9.000
C -13.420 -8.310 9.312
N -14.170 -7.154 9.277
C -13.513 -6.029 8.997
C -12.158 -6.015 8.687
H -6.980 -5.584 8.613
H -9.604 -5.137 8.959
H -11.641 -9.364 8.823
H -13.917 -9.166 9.615
H -14.094 -5.113 8.940
H -11.649 -5.109 8.364
Cl -18.699 -0.809 7.991
C -18.448 -2.395 8.763
Cl -16.808 -2.874 8.441
H -19.145 -3.026 8.265
H -18.739 -2.385 9.833
*
```

***

# 2
One molecule with the formula C5H10N2O, computed with ωB97M-V/def2-TZVPD.

DFT total energy = -381.261615 Ha
ΔE to the lowest compared entry with this formula, charge and spin = 14.9 kcal/mol
structure (SMILES) = C=CCCNC(N)=O

Geometry as ORCA input:
```
! wB97M-V def2-TZVPD RIJCOSX def2/J DEFGRID3
* xyz 0 1
C 0.771 0.241 -0.005
C -0.134 0.803 -1.098
C -1.407 1.386 -0.524
C -2.281 2.084 -1.234
N 0.292 -1.108 0.321
C 0.744 -1.816 1.441
N 2.006 -2.315 1.305
O 0.065 -2.026 2.425
H 1.777 0.121 -0.408
H 0.783 0.906 0.862
H 0.393 1.492 -1.749
H -0.380 -0.032 -1.750
H -1.499 1.403 0.557
H -2.308 2.176 -2.313
H -3.155 2.513 -0.739
H -0.718 -1.149 0.293
H 2.511 -2.565 2.140
H 2.539 -2.114 0.475
*
```

***

# 3
CHI3O as an isolated structure, computed with ωB97M-V/def2-TZVPD.

DFT total energy = -1007.005453 Ha
ΔE to the lowest compared entry with this formula, charge and spin = 10.3 kcal/mol

Geometry as ORCA input:
```
! wB97M-V def2-TZVPD RIJCOSX def2/J DEFGRID3
* xyz 0 1
C 4.101 -1.414 1.424
O 3.760 -1.643 2.532
I 4.700 0.464 0.768
I -0.288 0.390 1.261
I 3.747 -2.838 -0.163
H 0.876 1.097 0.468
*
```

***

# 4
C31H22CoFN5 as an isolated structure, computed with ωB97M-V/def2-TZVPD.

DFT total energy = -2950.759419 Ha

Geometry as ORCA input:
```
! wB97M-V def2-TZVPD RIJCOSX def2/J DEFGRID3
* xyz 1 1
Co 0.078 -0.511 0.389
C 4.377 -0.770 0.611
C 3.011 -1.083 0.703
N 2.054 -0.252 0.339
C 2.396 0.993 -0.128
C 3.736 1.377 -0.268
C 4.733 0.453 0.117
C 4.035 2.663 -0.785
C 3.006 3.488 -1.132
C 1.652 3.111 -0.974
C 1.310 1.875 -0.454
N 0.082 1.298 -0.211
C -1.155 1.908 -0.281
C -1.509 3.223 -0.514
C -2.868 3.618 -0.567
C -3.886 2.727 -0.401
C -3.570 1.369 -0.136
C -4.554 0.375 0.044
C -4.185 -0.916 0.296
C -2.818 -1.212 0.392
N -1.869 -0.309 0.233
C -2.225 0.983 -0.056
H 5.106 -1.501 0.926
H 2.715 -2.046 1.096
H 5.773 0.736 0.019
H 5.068 2.961 -0.899
H 3.207 4.468 -1.542
H 0.910 3.815 -1.302
H -0.776 3.996 -0.651
H -3.081 4.661 -0.756
H -4.922 3.028 -0.458
H -5.598 0.654 -0.026
H -4.907 -1.707 0.430
H -2.502 -2.221 0.606
N 2.191 2.365 5.425
C 1.552 1.543 4.943
C 0.760 0.517 4.326
C -0.016 -0.355 5.082
C -0.756 -1.316 4.417
C -0.691 -1.375 3.038
N 0.063 -0.539 2.311
C 0.775 0.398 2.944
H -0.038 -0.274 6.159
H -1.377 -2.017 4.955
H -1.249 -2.116 2.489
H 1.351 1.077 2.335
F -0.903 -1.920 -5.322
C -0.634 -2.069 -4.019
C -1.547 -2.747 -3.225
C -1.270 -2.892 -1.882
C -0.090 -2.383 -1.316
C 0.145 -2.437 0.146
C 0.809 -1.719 -2.162
C 0.542 -1.556 -3.516
H -2.446 -3.151 -3.668
H -1.967 -3.439 -1.262
H 1.092 -2.870 0.462
H -0.649 -2.955 0.683
H 1.743 -1.338 -1.778
H 1.232 -1.049 -4.175
*
```

***

# 5
A 2-piece molecular cluster, C4H6BNO3 overall, computed with ωB97M-V/def2-TZVPD.

DFT total energy = -461.380456 Ha
ΔE to the lowest compared entry with this formula, charge and spin = 40.2 kcal/mol
structure (SMILES) = OC1=NC=CC1.O=BO

Geometry as ORCA input:
```
! wB97M-V def2-TZVPD RIJCOSX def2/J DEFGRID3
* xyz 0 1
B -1.665 -0.644 -1.252
C 0.607 0.998 -0.639
C 0.073 1.487 0.482
C 0.827 -0.481 1.138
C 1.180 -0.386 -0.348
N 0.100 0.556 1.547
O 1.216 -1.528 1.875
O -2.727 0.026 -0.985
O -0.950 -1.475 -1.630
H 0.882 1.433 -1.534
H -0.693 2.254 0.617
H 0.674 -1.197 -0.923
H 2.242 -0.454 -0.672
H 0.931 -1.407 2.770
H -2.696 0.817 -0.447
*
```

***

# 6
One molecule with the formula C14H30O5Si, computed with ωB97M-V/def2-TZVPD.

DFT total energy = -1217.343829 Ha
ΔE to the lowest compared entry with this formula, charge and spin = 0.0 kcal/mol
structure (SMILES) = CC(=O)O[Si](OC(C)(C)C)(OC(C)(C)C)OC(C)(C)C

Geometry as ORCA input:
```
! wB97M-V def2-TZVPD RIJCOSX def2/J DEFGRID3
* xyz 0 1
O 2.801 1.220 0.117
O 1.061 0.539 -1.251
O 0.615 -1.056 0.992
O -0.788 1.216 0.678
O -1.145 -0.787 -1.056
C 2.228 1.201 -0.952
C 2.889 1.918 -2.096
C 2.019 -2.694 2.010
C 2.525 -1.842 -0.308
C 0.495 -3.276 0.105
C -1.219 2.999 2.185
C 0.773 1.448 2.601
C -1.608 0.694 2.880
C -2.864 0.920 -1.245
C -2.858 -1.204 -2.613
C -1.162 0.539 -3.118
C 1.403 -2.215 0.693
C -0.672 1.554 2.064
C -2.014 -0.116 -1.991
Si -0.038 -0.015 -0.132
H 3.091 2.939 -1.828
H 2.246 1.938 -2.975
H 3.806 1.417 -2.380
H 2.683 -3.555 1.915
H 2.660 -1.929 2.431
H 1.259 -2.985 2.731
H 2.944 -0.855 -0.006
H 2.208 -1.648 -1.334
H 3.330 -2.588 -0.259
H -0.258 -3.596 0.829
H -0.005 -2.876 -0.759
H 1.055 -4.150 -0.214
H -0.726 3.648 1.438
H -2.302 3.029 2.007
H -1.069 3.390 3.179
H 1.065 0.394 2.776
H 0.974 2.033 3.497
H 1.445 1.834 1.809
H -2.599 0.714 2.443
H -1.290 -0.335 2.880
H -1.698 0.990 3.897
H -3.554 1.448 -1.913
H -3.445 0.429 -0.474
H -2.244 1.673 -0.772
H -3.460 -1.733 -1.862
H -2.245 -2.004 -3.036
H -3.476 -0.771 -3.402
H -0.535 1.321 -2.670
H -1.767 0.992 -3.901
H -0.536 -0.207 -3.608
*
```

***

# 7
C24H66AgFeN9O15 as an isolated structure, computed with ωB97M-V/def2-TZVPD.

DFT total energy = -3985.338730 Ha

Geometry as ORCA input:
```
! wB97M-V def2-TZVPD RIJCOSX def2/J DEFGRID3
* xyz 1 6
Ag 1.474 1.239 3.490
Fe -3.264 1.296 0.898
N -0.029 0.518 0.289
O 0.375 0.369 -0.819
O -1.178 0.875 0.460
O 0.611 0.294 1.331
N -2.029 0.489 3.850
O -2.774 0.807 2.898
O -0.851 0.834 3.798
O -2.332 -0.308 4.739
N 0.690 4.185 1.610
O 0.799 3.122 2.244
O 0.017 5.100 2.114
O 1.155 4.322 0.492
C 4.760 -1.542 4.519
C 3.863 -0.420 3.937
C 4.206 -0.082 2.472
O 3.269 0.930 2.096
C 3.461 1.373 0.761
N 2.464 -0.811 4.095
H 5.824 -1.307 4.491
H 4.597 -2.473 3.977
H 4.616 -1.681 5.591
H 3.998 0.515 4.482
H 4.168 -0.984 1.861
H 5.245 0.244 2.529
H 4.460 1.798 0.660
H 2.640 2.034 0.483
H 3.464 0.629 -0.035
H 2.258 -1.078 5.047
H 2.310 -1.675 3.594
C 2.073 4.493 -3.372
C 1.713 3.016 -3.500
C 2.671 2.126 -2.696
O 2.869 0.800 -3.305
C 3.664 -0.148 -2.545
N 0.369 2.847 -2.996
H 3.057 4.651 -3.814
H 2.081 4.801 -2.327
H 1.341 5.060 -3.948
H 1.803 2.757 -4.555
H 2.278 1.978 -1.689
H 3.653 2.566 -2.518
H 3.155 -0.634 -1.713
H 4.461 0.459 -2.117
H 4.176 -0.840 -3.214
H 0.231 3.279 -2.094
H 0.149 1.870 -2.864
C 2.198 -2.795 0.532
C 2.426 -3.863 1.612
C 3.909 -4.193 1.676
O 4.246 -5.347 2.469
C 5.600 -5.719 2.496
N 1.988 -3.402 2.896
H 1.120 -2.675 0.427
H 2.589 -3.138 -0.426
H 2.534 -1.787 0.775
H 1.866 -4.742 1.293
H 4.540 -3.342 1.931
H 4.214 -4.370 0.644
H 6.077 -5.974 1.550
H 5.754 -6.629 3.075
H 6.219 -4.942 2.945
H 0.979 -3.390 2.937
H 2.245 -4.010 3.660
C -3.491 5.614 0.478
C -3.720 4.082 0.390
C -3.326 3.486 -0.912
O -3.574 2.013 -1.010
C -3.034 1.548 -2.239
N -2.904 3.392 1.453
H -2.456 5.929 0.348
H -3.886 5.878 1.459
H -4.021 6.229 -0.249
H -4.780 3.943 0.599
H -2.272 3.682 -1.113
H -3.769 4.042 -1.738
H -3.365 0.510 -2.278
H -1.949 1.451 -2.215
H -3.364 2.178 -3.065
H -3.262 3.810 2.300
H -1.946 3.713 1.478
C 1.222 -2.511 -3.396
C 0.141 -1.794 -4.128
C -1.283 -2.335 -3.791
O -1.399 -3.659 -4.410
C -2.516 -4.420 -3.900
N 0.245 -0.367 -3.659
H 1.225 -2.323 -2.322
H 2.198 -2.183 -3.753
H 0.998 -3.552 -3.629
H 0.278 -1.824 -5.209
H -2.157 -1.728 -4.026
H -1.244 -2.539 -2.721
H -3.454 -3.884 -4.045
H -2.467 -4.683 -2.844
H -2.536 -5.318 -4.517
H 1.177 0.019 -3.711
H 0.074 -0.323 -2.664
C -7.347 0.132 1.291
C -5.832 0.162 1.390
C -5.283 -0.809 0.285
O -3.853 -0.676 0.207
C -3.175 -1.646 -0.587
N -5.432 1.485 1.158
H -7.863 0.293 0.345
H -7.829 0.793 2.011
H -7.708 -0.822 1.676
H -5.490 -0.160 2.373
H -5.750 -0.529 -0.659
H -5.602 -1.826 0.517
H -3.277 -2.686 -0.279
H -2.128 -1.353 -0.514
H -3.419 -1.575 -1.647
H -5.974 1.878 1.915
H -5.934 1.887 0.379
*
```

***

# 8
An isolated ion of composition C4H4N3O2S and charge -1, computed with ωB97M-V/def2-TZVPD.

DFT total energy = -867.731190 Ha
ΔE to the lowest compared entry with this formula, charge and spin = 44.3 kcal/mol

Geometry as ORCA input:
```
! wB97M-V def2-TZVPD RIJCOSX def2/J DEFGRID3
* xyz -1 1
C -0.411 -1.556 -0.682
C -1.218 -0.363 -1.111
C 1.701 -0.575 -0.411
C 0.245 0.977 1.358
N 0.894 -1.494 -0.571
N -0.706 0.823 -0.738
N 0.437 1.055 -0.046
O -1.061 -2.533 -0.356
O -2.285 -0.409 -1.787
S 3.145 -0.171 -0.166
H -0.107 -0.108 1.552
H 1.236 1.148 1.784
H -0.446 1.650 1.740
H -1.423 1.556 -0.565
*
```

***

# 9
An isolated ion of composition C22H30NO and charge +1, computed with ωB97M-V/def2-TZVPD.

DFT total energy = -986.026212 Ha
ΔE to the lowest compared entry with this formula, charge and spin = 51.4 kcal/mol
structure (SMILES) = COc1ccc([C@@H](c2ccc(C)cc2)[N@@H+]2CCC[C@H]2C(C)C)cc1

Geometry as ORCA input:
```
! wB97M-V def2-TZVPD RIJCOSX def2/J DEFGRID3
* xyz 1 1
C 4.979 -2.218 -2.048
O 4.505 -0.840 -2.209
C 3.170 -0.582 -2.137
C 2.822 0.785 -2.195
C 1.536 1.157 -1.828
C 0.644 0.211 -1.308
C -0.599 0.681 -0.553
C -1.885 0.055 -1.127
C -3.052 0.836 -1.146
C -4.300 0.257 -1.369
C -4.400 -1.070 -1.823
C -5.747 -1.683 -2.033
C -3.223 -1.762 -2.111
C -1.985 -1.152 -1.849
C 0.949 -1.151 -1.427
C 2.215 -1.585 -1.823
H 6.072 -2.085 -2.076
H 4.662 -2.665 -1.077
H 4.631 -2.857 -2.892
H 3.587 1.493 -2.541
H 1.262 2.221 -1.857
H -0.660 1.772 -0.536
H -3.017 1.897 -0.869
H -5.205 0.863 -1.281
H -5.665 -2.778 -2.072
H -6.375 -1.379 -1.183
H -6.261 -1.355 -2.953
H -3.266 -2.740 -2.624
H -1.131 -1.711 -2.212
H 0.248 -1.952 -1.164
H 2.427 -2.664 -1.847
C 2.513 1.032 3.567
C 1.705 0.371 2.464
C 2.617 -0.070 1.352
C 0.601 1.285 1.952
C -0.208 1.792 3.149
C -1.652 1.897 2.727
C -1.830 0.987 1.536
N -0.453 0.542 1.042
H 2.957 1.969 3.230
H 1.935 1.245 4.464
H 3.325 0.375 3.877
H 1.182 -0.499 2.895
H 2.981 0.791 0.783
H 3.480 -0.595 1.776
H 2.134 -0.757 0.653
H 1.022 2.140 1.398
H -0.113 1.050 3.962
H 0.234 2.718 3.571
H -2.342 1.631 3.527
H -1.873 2.935 2.488
H -2.385 0.058 1.685
H -2.381 1.585 0.823
H -0.384 -0.477 1.252
*
```

***

# 10
A 9-piece molecular cluster, C16H36N4O27S5 overall, computed with ωB97M-V/def2-TZVPD.

DFT total energy = -4872.271708 Ha
ΔE to the lowest compared entry with this formula, charge and spin = 0.0 kcal/mol
structure (SMILES) = C[N+](=O)[O-].C[N+](=O)[O-].C[N+](=O)[O-].O=S1(=O)OCCO1.O=S1(=O)OCCO1.O=S1(=O)OCCO1.O=S1(=O)OCCO1.O=S1(=O)OCCO1.CN(C)C=O

Geometry as ORCA input:
```
! wB97M-V def2-TZVPD RIJCOSX def2/J DEFGRID3
* xyz 0 1
C 0.772 -0.339 -0.515
N -0.388 0.595 -0.358
O -0.943 0.995 -1.347
O -0.747 0.822 0.778
H 0.394 -1.145 -1.137
H 1.222 -0.454 0.460
H 1.475 0.185 -1.166
C 4.567 2.450 -1.242
N 4.464 1.033 -1.641
O 3.720 0.738 -2.555
O 4.946 0.189 -0.896
H 4.748 2.463 -0.173
H 3.627 2.959 -1.397
H 5.459 2.836 -1.733
C -0.741 0.219 -4.490
N -0.532 0.029 -5.955
O 0.563 -0.324 -6.323
O -1.525 0.058 -6.658
H -0.107 0.964 -4.023
H -0.426 -0.749 -4.093
H -1.798 0.290 -4.272
C -1.096 -4.245 0.839
C -1.293 -5.362 -0.146
O -2.086 -4.788 -1.172
S -1.762 -3.239 -1.382
O -2.956 -2.505 -1.131
O -0.948 -3.074 -2.558
O -0.827 -3.161 -0.081
H -0.276 -4.396 1.533
H -1.997 -4.069 1.430
H -1.776 -6.278 0.195
H -0.379 -5.719 -0.631
C 3.109 -3.026 1.219
C 4.391 -3.114 0.400
O 4.289 -4.433 -0.146
S 2.775 -4.667 -0.682
O 2.349 -6.004 -0.395
O 2.506 -4.056 -1.947
O 2.124 -3.718 0.488
H 2.790 -1.992 1.368
H 3.185 -3.469 2.216
H 5.258 -2.922 1.025
H 4.361 -2.305 -0.334
C -3.771 0.354 1.370
C -4.449 0.544 2.711
O -5.422 1.529 2.405
S -4.685 2.721 1.592
O -4.019 3.614 2.516
O -5.555 3.301 0.620
O -3.570 1.737 0.966
H -4.465 -0.108 0.668
H -2.768 -0.056 1.340
H -3.782 0.927 3.488
H -4.953 -0.341 3.095
C 4.393 0.427 4.776
C 4.553 -0.884 3.940
O 3.430 -1.658 4.305
S 2.139 -0.677 4.505
O 1.248 -1.315 5.401
O 1.780 -0.201 3.197
O 3.029 0.452 5.201
H 4.611 1.296 4.160
H 4.946 0.427 5.713
H 5.456 -1.460 4.109
H 4.477 -0.581 2.891
C -0.254 3.670 2.124
C 0.524 2.878 3.186
O 1.892 3.036 2.770
S 2.014 3.111 1.185
O 2.367 1.828 0.619
O 2.854 4.233 0.850
O 0.450 3.403 0.900
H -0.466 4.708 2.362
H -1.177 3.118 1.923
H 0.216 1.840 3.256
H 0.420 3.436 4.115
C -5.378 3.326 -3.276
O -6.397 3.539 -3.895
N -4.413 2.432 -3.640
C -4.522 1.718 -4.902
C -3.375 2.097 -2.699
H -5.141 3.768 -2.296
H -5.459 1.873 -5.422
H -4.431 0.655 -4.664
H -3.696 1.988 -5.562
H -2.395 2.446 -3.045
H -3.396 2.558 -1.710
H -3.350 1.021 -2.516
*
```